C7H8 | ωB97M-V with the def2-TZVPD basis set

```
15
Properties=species:S:1:pos:R:3:mulliken_charge:R:1
C -2.1808 1.3475 -0.1699 -0.228
C -3.3112 1.8325 0.0313 -0.538
C 0.7276 -1.0157 0.7033 -0.777
C 1.4382 -0.2297 -0.4553 -0.552
C -0.7778 -0.8979 0.3492 -0.542
C 0.4883 1.0424 -0.4618 -0.494
C -0.8509 0.4463 -0.1183 0.442
H 0.8990 -2.0218 0.6495 0.376
H 0.8308 -0.6284 1.6133 0.390
H 2.4394 0.0971 -0.3226 0.344
H 1.5137 -0.7122 -1.4718 0.261
H -1.0313 -1.5564 -0.3604 0.328
H -1.3974 -1.2085 1.1914 0.350
H 0.9449 1.8539 0.1939 0.273
H 0.2674 1.6508 -1.3718 0.366
```

Results
F_max, Eh/bohr: 0.17614
Relative energy (zero: lowest compared OMol25 entry of this formula, charge and spin), kJ/mol: 658.2
HOMO (spin up / spin down), eV: -9.3 / -9.3
Gap between HOMO and LUMO (spin up / spin down), eV: 7.7 / 7.7
Total charge: 0

=====

C7H8 | ωB97M-V with the def2-TZVPD basis set

```
15
Properties=species:S:1:pos:R:3:mulliken_charge:R:1
C 1.4439 0.2341 1.5650 -1.093
C 0.3040 0.1955 0.6091 0.332
C 0.2383 1.0498 -0.4494 0.253
C 0.0440 1.5424 -1.7734 -0.857
C -0.7916 0.4882 -1.5893 0.125
C -1.1214 -0.7968 -1.0473 -0.520
C -0.7660 -0.8986 0.4309 -0.601
H 2.2586 -0.5563 1.3283 0.222
H 1.1476 0.0065 2.6745 0.265
H 1.9763 1.2387 1.4739 0.327
H -0.0189 2.4276 -2.2539 0.320
H -2.1063 -0.9106 -1.2384 0.334
H -0.5563 -1.4524 -1.6259 0.311
H -0.4300 -1.8525 0.7939 0.304
H -1.6220 -0.7155 1.1021 0.279
```

Results
F_max, Eh/bohr: 0.09938
Relative energy (zero: lowest compared OMol25 entry of this formula, charge and spin), kJ/mol: 552.9
Structure (SMILES): CC1=C2C=C2CC1
HOMO, eV: -7.5
Gap between HOMO and LUMO, eV: 8.4
Total charge: 0

=====

C7H8 | ωB97M-V with the def2-TZVPD basis set

```
15
Properties=species:S:1:pos:R:3:mulliken_charge:R:1
C -0.0625 -1.5437 -0.5255 -1.569
C -0.2571 -0.0998 -0.1139 1.177
C 0.1737 1.0239 -0.9476 -0.825
C 1.0125 0.7369 0.3313 -0.018
C 2.2719 0.1157 0.0936 -0.937
C -1.4057 0.1482 0.7384 -0.929
C -2.3873 0.3557 1.4041 0.214
H -0.9632 -1.9086 -1.0262 0.395
H 0.8013 -1.6346 -1.1831 0.427
H 0.1132 -2.1567 0.3633 0.330
H 0.7707 1.3556 1.1949 0.451
H 0.6694 0.7960 -1.8858 0.323
H -0.4045 1.9430 -0.9202 0.310
H 2.9321 0.3810 0.9429 0.200
H -3.2675 0.5379 1.9808 0.450
```

Results
F_max, Eh/bohr: 0.00973
Relative energy (zero: lowest compared OMol25 entry of this formula, charge and spin), kJ/mol: 603.6
HOMO, eV: -8.5
Gap between HOMO and LUMO, eV: 8.2
Total charge: 0

=====

C7H8BrF3N2O2 | ωB97M-V with the def2-TZVPD basis set

```
23
Properties=species:S:1:pos:R:3:mulliken_charge:R:1
H 2.0340 -0.5126 1.7684 0.278
N 2.4447 -1.2075 1.1405 -0.609
C 2.7202 -0.6709 0.0241 -0.103
C 2.4871 0.7896 -0.2844 -0.528
N 1.4669 1.1104 -1.3040 -0.244
Br 1.2773 -0.2008 -2.6270 0.005
C 0.1856 1.4511 -0.8263 0.711
O -0.7390 1.6448 -1.5542 -0.515
O 0.1052 1.5929 0.5149 -0.409
C -1.1470 1.1275 1.0412 -0.584
C -1.2936 -0.3989 0.8817 -0.378
C -2.4800 -0.7419 0.0216 0.347
F -3.5315 0.1060 0.0381 -0.298
C -2.5213 -1.8133 -0.7690 0.326
F -1.9557 -2.9554 -0.4104 -0.216
F -3.0295 -1.8716 -1.9804 -0.217
H 3.1818 -1.3142 -0.7204 0.449
H 2.2850 1.3155 0.6410 0.420
H 3.4351 1.1802 -0.6697 0.253
H -1.1171 1.3655 2.1019 0.346
H -1.9894 1.6733 0.6267 0.409
H -0.3879 -0.8376 0.4679 0.112
H -1.4309 -0.8319 1.8777 0.446
```

Results
F_max, Eh/bohr: 0.02597
Relative energy (zero: lowest compared OMol25 entry of this formula, charge and spin), kJ/mol: 30.6
Structure (SMILES): [H]/N=C\CN(Br)C(=O)OCCC(F)=C(F)F
HOMO, eV: -9.1
Gap between HOMO and LUMO, eV: 8.8
Total charge: 0

=====

C7H8BrLiO5P | ωB97M-V with the def2-TZVPD basis set

```
23
Properties=species:S:1:pos:R:3:mulliken_charge:R:1
C -0.1698 -3.1108 0.1944 -1.194
C -0.6543 -1.6641 -0.0777 -0.139
Br -1.5716 -1.0514 1.5711 -0.115
C 0.5521 -0.7507 -0.4329 -1.080
C -0.0024 0.6383 -0.5222 0.484
C 0.1995 1.6639 0.3509 0.490
P 1.4109 1.7812 1.6533 0.184
O 2.7744 0.9144 1.2963 -0.394
O 0.9332 1.6966 3.2079 -0.376
C -0.9045 2.6141 -0.0162 0.444
O -1.7338 2.9090 0.7321 -0.381
O -1.0664 2.5759 -1.4029 -0.272
C -0.7321 1.2654 -1.6651 0.001
O -0.5981 0.9966 -2.8370 -0.728
H 0.8545 -3.0227 0.5629 0.328
H -0.7832 -3.6445 0.9119 0.406
H -0.1507 -3.6286 -0.7682 0.332
H -1.4279 -1.6715 -0.8434 0.450
H 0.9728 -1.1527 -1.3555 0.262
H 1.2070 -0.8220 0.4350 0.609
H 2.7072 0.5104 0.4176 0.384
H -0.0353 1.7996 3.2278 0.343
Li -1.7816 1.1536 -4.6403 0.961
```

Results
F_max, Eh/bohr: 0.10596
HOMO, eV: -10.5
Gap between HOMO and LUMO, eV: 5.9
Total charge: +1

=====

C7H8BrN | ωB97M-V with the def2-TZVPD basis set

```
17
Properties=species:S:1:pos:R:3:mulliken_charge:R:1
H -2.8558 -0.4316 0.8922 0.229
N -2.2868 -1.0759 0.3051 -0.784
C -1.0610 -0.7834 0.2087 0.573
C -0.2353 -1.8308 -0.3286 -0.579
C 1.1225 -1.5858 -0.4261 -0.345
C 1.6691 -0.2097 -0.2880 0.451
Br 3.6019 -0.0330 0.0276 -0.184
C 1.0835 0.9622 -1.1409 -0.768
C 0.7914 0.9634 0.3156 -0.187
C -0.5216 0.4711 0.9038 -0.838
H -0.8722 -2.6931 -0.5859 0.384
H 1.7585 -2.5030 -0.6748 0.308
H 0.3380 0.8724 -1.9105 0.278
H 1.8928 1.6115 -1.3557 0.303
H 1.3386 1.7233 0.8836 0.402
H -1.1601 1.3538 0.9113 0.348
H -0.4512 0.1934 1.9206 0.411
```

Results
F_max, Eh/bohr: 0.05383
Relative energy (zero: lowest compared OMol25 entry of this formula, charge and spin), kJ/mol: 2.3
Structure (SMILES): [H]/N=C1/C=C[C@@]2(Br)C[C@H]2C1
HOMO, eV: -8.9
Gap between HOMO and LUMO, eV: 9.3
Total charge: 0